1.
ORCA calculation (ωB97M-V with the def2-TZVPD basis set) on a cluster of 7 separate species, C33H67N2O6 in total at a distorted geometry.

Geometry as XYZ:
```
108
C33H67N2O6, DFT ωB97M-V with the def2-TZVPD basis set
C 2.0245 -6.2261 2.1194
N 2.4325 -4.8741 1.5224
C 1.4945 -3.8691 1.7774
C 1.5765 -2.7281 1.1134
C 2.7345 -2.5451 0.2624
C 3.6095 -3.6891 0.0204
C 3.5055 -4.8381 0.7214
C 3.0215 -1.2111 -0.3466
C 2.6575 0.0839 0.3354
C 2.5245 1.2499 -0.3556
N 2.9415 1.1899 -1.6756
C 3.6015 0.1079 -2.2906
C 3.5625 -1.1011 -1.6396
C 2.3295 2.2129 -2.5926
H 1.6095 -6.7931 1.3584
H 1.7065 -6.3541 3.1324
H 2.8795 -6.7061 2.0584
H 0.7335 -3.8201 2.4394
H 0.8875 -1.8341 1.0964
H 4.3625 -3.4671 -0.7716
H 4.1325 -5.6141 0.4764
H 2.0915 -0.0761 1.3204
H 2.2025 2.2089 0.1504
H 4.0115 0.3009 -3.2216
H 3.8975 -2.0441 -2.3126
H 3.0865 2.3059 -3.5536
H 2.1885 3.1049 -1.9316
H 1.3855 1.8889 -2.9406
C -0.7165 0.1959 0.2614
O -0.3235 0.0959 1.5014
H -0.2405 0.9379 -0.3946
H -1.8665 0.3529 0.1334
H -0.6705 -0.9291 -0.1536
C 2.1985 0.0389 4.2294
C 3.2355 -0.9491 3.9024
O 4.2195 -0.2821 3.0134
C 5.2895 -0.9111 2.6044
C 6.2375 -0.1671 1.9024
H 1.4175 -0.4391 4.9054
H 1.8135 0.4449 3.3494
H 2.5675 0.7619 4.9004
H 2.8855 -1.8811 3.4264
H 3.8715 -1.3751 4.7164
H 5.0175 -1.7151 1.9844
H 5.7675 -1.3721 3.4674
H 7.1795 -0.8251 1.7294
H 6.6415 0.5539 2.5444
H 5.6815 0.1389 0.8454
C 1.3865 -3.5781 -3.3436
C 0.3415 -2.9921 -2.3716
O -0.9295 -3.3221 -2.9666
C -2.0385 -2.7101 -2.3036
C -3.2515 -3.1901 -3.0076
H 1.7565 -2.9221 -3.9506
H 1.2035 -4.5711 -3.6416
H 2.4455 -3.8321 -2.7286
H 0.4465 -1.9141 -1.9866
H 0.2205 -3.2921 -1.4396
H -1.9915 -1.6401 -2.1956
H -1.9915 -2.9851 -1.2476
H -4.2275 -2.5691 -2.6066
H -3.2985 -4.3091 -2.6346
H -3.2085 -3.1891 -4.0846
C 0.5385 5.0189 -0.2096
C -0.4615 4.2239 -1.2076
O -0.0545 4.4559 -2.5216
C -0.8045 3.6869 -3.3796
C -0.0765 4.0549 -4.7116
H 0.4825 4.7629 0.8694
H 0.7045 6.0479 -0.3136
H 1.5105 4.4799 -0.2706
H -1.6225 4.4919 -1.0316
H -0.3485 3.2349 -0.6436
H -1.8175 4.3619 -3.4596
H -0.9945 2.7099 -2.9326
H -0.3445 5.1409 -4.8336
H -0.7075 3.6839 -5.4496
H 0.9135 3.5359 -4.6586
C -3.2465 -2.1761 1.7764
C -4.2595 -1.2561 1.1404
O -5.3425 -2.0861 0.5584
C -6.2405 -1.3831 -0.2356
C -7.0715 -2.4101 -0.9856
H -2.3195 -1.5801 2.1244
H -2.8825 -2.6131 0.9924
H -3.6755 -2.8751 2.4854
H -3.6395 -0.7041 0.5334
H -4.7415 -0.5461 1.8004
H -5.6265 -0.7781 -0.9186
H -6.8965 -0.7971 0.5424
H -7.5865 -3.1771 -0.1926
H -6.4845 -3.1931 -1.4756
H -7.8715 -1.9751 -1.3886
C -2.5525 6.9799 0.7664
C -3.3785 5.7089 1.1984
O -2.4715 4.8999 1.8304
C -2.9065 3.4659 1.9214
C -1.7565 2.8119 2.4964
H -2.1765 7.6289 1.4824
H -3.2205 7.3959 0.0874
H -1.8665 6.9209 0.2244
H -3.8875 5.1099 0.3804
H -4.0255 5.9399 1.9234
H -3.0965 3.1509 0.9844
H -3.7645 3.5479 2.6614
H -1.0695 3.1919 3.2934
H -1.0955 2.5609 1.4504
H -2.0305 1.8229 2.6684
```

Results
Energy relative to the best compared isomer or geometry (same formula, charge and spin) = 16.3306 eV
Largest force on an atom = 14.05 eV Å⁻¹
Energy = -1857.568955 Eh
LUMO energy = -5.4 eV
Total charge = +1
Gap between HOMO and LUMO = 3.4549 eV


2.
ORCA calculation (ωB97M-V with the def2-TZVPD basis set) on the ion Cl3H2NP with charge +1 at a distorted geometry.

Geometry as XYZ:
```
7
Cl3H2NP, DFT ωB97M-V with the def2-TZVPD basis set
N 0.0517 -0.4682 -0.0158
P -1.2205 -1.5875 -0.3487
Cl -0.5123 -2.6788 -1.9704
Cl -1.3987 -2.6534 1.2829
Cl -3.0440 -0.8960 -0.8304
H 0.4950 -0.5434 0.8945
H 0.5949 -0.1539 -0.8152
```

Results
Energy relative to the best compared isomer or geometry (same formula, charge and spin) = 0.2443 eV
Largest force on an atom = 3.49 eV Å⁻¹
SMILES string = [NH2+]=P(Cl)(Cl)Cl
Energy = -1777.680243 Eh
LUMO energy = -5.6 eV
Total charge = +1
Gap between HOMO and LUMO = 10.6572 eV


3.
ORCA calculation (ωB97M-V with the def2-TZVPD basis set) on a structure of composition C20H17Cl3CuN5O2S2 at a distorted geometry.

Geometry as XYZ:
```
50
C20H17Cl3CuN5O2S2, DFT ωB97M-V with the def2-TZVPD basis set
Cu -2.3229 2.2591 -1.6254
Cl -8.8104 -0.5128 0.2091
C -7.4008 0.3739 -0.3332
C -6.2828 -0.3142 -0.7264
C -5.2734 0.4170 -1.3132
Cl -4.0899 -0.5769 -2.0597
C -5.1590 1.8115 -1.4437
O -4.1484 2.4040 -2.0003
C -6.3487 2.4807 -1.0356
Cl -6.2952 4.1470 -1.3819
C -7.4422 1.7739 -0.5317
H -6.3399 -1.3779 -0.5562
H -8.3429 2.2935 -0.4251
S 3.4554 1.5219 -0.2689
C 1.8107 1.1041 -0.8004
C 0.7066 1.7717 -1.0771
C -0.7003 1.2941 -1.2813
N -1.0307 -0.0439 -0.9909
C 0.1531 -0.8359 -0.9524
C 1.4372 -0.4139 -1.0254
C 4.5742 0.3427 -1.1231
C 5.8874 0.0023 -0.6031
C 6.2280 -1.4106 -1.0953
N 5.8089 -2.0071 -2.1751
C 4.6311 -1.3733 -2.7113
C 4.0039 -0.2613 -2.1968
H 0.8735 2.9289 -1.2937
H -1.4813 -6.5711 -3.9595
H 0.1518 -1.9765 -1.3334
H 2.5429 -1.2560 -1.1298
H 6.0040 0.2308 0.5200
H 7.1133 -1.8687 -0.5599
H 4.3831 -1.6530 -3.6385
H 3.4746 0.4584 -2.8301
C 3.6128 -0.9522 3.1995
C 3.0107 0.5275 3.3345
C 1.5521 0.6341 3.5735
N 0.8687 0.4529 4.5918
N -0.4818 0.3454 4.3815
C -0.6932 0.4506 3.1133
N -1.9827 0.1856 2.6348
S 0.5720 0.8080 2.1386
H 4.6610 -0.9743 3.6208
H 3.8162 -1.4562 1.9954
H 3.0442 -1.6970 3.5044
H 3.2469 1.2257 2.5682
H 3.1929 0.7914 4.4540
H -2.7319 0.4016 3.5036
H -2.2216 0.0197 1.6720
O -1.2372 -5.9252 -4.5366
```

Results
Energy relative to the best compared isomer or geometry (same formula, charge and spin) = 6.5830 eV
Largest force on an atom = 7.20 eV Å⁻¹
Energy = -5013.695808 Eh
LUMO energy = 3.2 eV
Total charge = -2
Gap between HOMO and LUMO = 3.5745 eV


4.
ORCA calculation (ωB97M-V with the def2-TZVPD basis set) on the molecule C19H16ClN3O6S at a distorted geometry.

Geometry as XYZ:
```
46
C19H16ClN3O6S, DFT ωB97M-V with the def2-TZVPD basis set
O 3.9708 2.6206 -0.0377
C 3.9602 1.6054 0.6604
N 5.0692 0.8271 0.8481
C 6.2675 0.8026 0.1258
C 6.5269 1.3762 -1.0873
C 7.8612 1.0227 -1.6092
C 8.5447 0.1845 -0.8114
Cl 10.1659 -0.4132 -1.1367
S 7.6065 -0.2217 0.6029
C 2.6627 1.2564 1.4035
O 2.7542 -0.0450 2.0122
C 1.6653 -0.7758 1.7141
O 1.4523 -1.8788 2.1283
N 0.8469 -0.0361 0.8446
C -0.4542 -0.3068 0.4162
C -1.0338 -1.6014 0.4605
C -2.3597 -1.7608 0.0929
C -3.1547 -0.6674 -0.3271
N -4.4926 -0.8322 -0.6011
C -5.4296 -0.4617 0.4463
C -6.8979 -0.6973 0.0445
O -7.0565 -2.0793 -0.2328
C -6.3235 -2.4962 -1.3985
C -4.9090 -1.8785 -1.4344
O -4.1954 -2.2657 -2.3568
C -2.5640 0.5659 -0.3825
C -1.2419 0.7714 -0.0649
O -0.7303 2.0037 -0.2612
C 0.4566 2.3271 0.4595
C 1.4613 1.1844 0.4398
H 4.8975 0.0798 1.5427
H 5.8076 1.9806 -1.5938
H 8.2490 1.4361 -2.5685
H 2.5088 2.0178 2.1525
H -0.4525 -2.4795 0.8062
H -2.8332 -2.7329 0.1911
H -5.1959 -1.0210 1.3600
H -5.3169 0.5549 0.6506
H -7.5620 -0.3861 0.8466
H -7.1317 -0.1057 -0.8315
H -6.2011 -3.5760 -1.4413
H -6.8870 -2.1945 -2.2834
H -3.1235 1.3936 -0.7721
H 0.9229 3.2376 0.0895
H 0.1295 2.5571 1.5161
H 1.7592 1.1084 -0.6225
```

Results
Largest force on an atom = 3.63 eV Å⁻¹
SMILES string = O=C(Nc1ccc(Cl)s1)[C@@H]1OC(=O)N2c3ccc(N4CCOCC4=O)cc3OC[C@@H]12
Energy = -2207.726853 Eh
LUMO energy = 0.3 eV
Gap between HOMO and LUMO = 8.6603 eV